No. 1
14
Properties=species:S:1:pos:R:3:forces:R:3:mulliken_charge:R:1 method="wB97M-V/def2-TZVPD" total_energy_ha=-415.71907
C -0.1355 0.8823 -0.5402 -1.9 4.5 2.2 0.330
C 0.7643 0.5160 -1.6528 2.1 -3.2 -0.9 -0.224
C -0.5647 -0.4667 0.1341 4.4 2.1 -3.0 -0.235
C -1.1565 -0.4153 1.4255 -1.4 -3.7 3.2 -0.163
H 1.1227 0.5316 1.0870 -1.2 3.3 -2.7 0.521
H -1.0438 1.5440 -0.9401 1.8 -1.3 1.2 0.359
H 0.7159 1.1545 -2.8699 0.7 -2.5 4.3 0.281
H 1.4160 -1.9830 0.7767 -2.4 4.3 -3.0 0.352
H -1.2145 -0.7508 -0.6910 -0.1 -1.8 0.3 0.416
H -2.1977 -0.0276 1.4716 0.6 0.6 0.3 0.335
N 1.4639 -0.6045 -1.2445 -2.4 3.3 -0.3 -0.453
N 0.9510 -0.8578 0.1931 0.6 -3.4 0.4 -0.390
O 0.6362 1.6721 0.5311 -0.2 -4.7 -0.2 -0.652
O -0.7573 -1.1950 2.3193 -0.6 2.6 -1.7 -0.476


No. 2
70
Properties=species:S:1:pos:R:3:forces:R:3:mulliken_charge:R:1 method="wB97M-V/def2-TZVPD" total_energy_ha=-4159.45036
C 4.2680 -0.3232 0.8953 0.7 -0.1 0.9 -0.572
O 4.0938 0.8789 0.1066 -0.2 -1.5 -0.8 -0.393
C 3.5845 0.5905 -1.2216 -1.4 -0.3 0.2 -0.613
C 2.1327 -0.1211 -0.9765 -0.8 -1.8 -0.6 0.748
C 1.9797 -1.6792 -1.1214 -2.0 3.7 1.1 -0.250
C 0.5792 -2.3339 -0.8283 0.2 4.5 0.1 -0.390
C -0.6047 -1.3870 -0.4283 1.9 -0.6 -0.5 -0.507
N -1.9175 -2.0773 -0.1856 1.1 1.7 -0.1 -0.250
C -0.4555 0.1620 -0.2698 0.4 -0.9 -0.1 0.647
N -1.5569 1.0146 0.1486 5.8 0.2 -1.4 -0.577
S -0.7514 2.5446 0.1563 1.5 -2.5 -1.1 0.284
N 0.8906 2.2745 -0.3337 -2.9 -4.7 0.2 -0.442
C 0.9425 0.8387 -0.5576 -1.7 -0.7 0.6 0.269
H 3.3151 -0.6785 1.4298 1.0 0.6 -0.9 0.172
H 5.0183 -0.0505 1.7323 -1.1 -0.5 -1.5 0.265
H 4.6669 -1.1967 0.2636 -0.4 1.3 0.9 0.287
H 4.2692 -0.0958 -1.8401 -0.9 0.8 1.1 0.405
H 3.4366 1.5714 -1.8094 0.2 -1.5 1.1 0.173
H 2.8986 -2.3096 -1.4047 -1.7 1.2 0.4 0.341
H 0.4652 -3.4863 -0.9145 -0.3 2.1 -1.2 0.260
H -2.4580 -1.9653 -1.0743 0.2 -0.6 0.9 0.272
H -2.4248 -1.5128 0.5280 0.4 0.1 -1.0 0.314
O -4.5058 -4.1586 -0.4096 -0.5 -0.2 1.9 -0.576
H -3.7849 -3.8771 0.1187 2.0 0.8 -1.4 -0.030
N 3.0316 2.0012 -4.1860 0.3 0.7 -1.1 -0.099
C 4.3399 2.0303 -4.4837 -0.3 -0.6 0.6 0.195
C 4.8545 2.6113 -5.6342 -0.2 0.1 -0.3 -0.750
C 3.9656 3.1918 -6.5298 0.0 -0.1 0.0 -0.154
C 2.6072 3.1713 -6.2433 0.3 0.4 -0.2 -0.614
C 2.1980 2.5662 -5.0636 0.4 -0.6 0.9 -0.294
H 4.9906 1.5625 -3.7532 0.1 0.2 -0.1 0.319
H 5.9206 2.6102 -5.8237 0.0 0.0 0.1 0.372
H 4.3277 3.6557 -7.4411 0.0 0.0 0.0 0.379
H 1.8847 3.6128 -6.9178 0.0 -0.1 0.1 0.385
H 1.1451 2.5213 -4.7862 -0.7 0.0 0.3 0.542
Mg 0.5714 -3.4614 0.9857 -0.1 -0.1 1.7 0.585
F 0.2835 3.1860 -3.3807 0.0 -0.2 0.0 -0.574
Ca -3.5065 -3.7884 1.9561 -1.5 -0.6 -0.5 1.051
C -8.0754 -5.3626 -0.4450 0.8 -0.5 -1.3 0.472
F -8.4901 -6.4655 -1.1145 -0.1 0.6 0.5 -0.232
F -7.7695 -5.7854 0.8209 -0.1 0.0 0.4 -0.205
F -6.9036 -5.0068 -1.0119 -0.9 0.0 0.4 -0.199
S -9.3316 -3.9897 -0.4560 -1.7 1.6 -0.2 1.115
O -10.5113 -4.5558 0.1895 1.1 -0.3 -0.2 -0.632
O -9.5306 -3.6738 -1.8651 0.7 -0.7 0.8 -0.623
O -8.7100 -2.9082 0.3052 0.3 -1.0 -0.2 -0.629
O 6.7077 1.7277 -2.4674 2.0 -0.2 1.8 -0.431
C 7.8411 1.7403 -1.8127 -0.1 -0.3 -6.1 -0.320
C 7.5422 2.0557 -0.2332 1.7 -0.2 6.5 0.452
O 8.6650 2.1004 0.4082 -2.7 -0.4 -2.4 -0.371
H 8.5940 2.4821 -2.1244 -0.6 0.8 0.5 0.304
H 8.4313 0.8085 -1.8125 -0.7 -0.4 0.8 0.270
H 6.8098 1.2953 0.0893 0.3 -0.4 -0.1 -0.176
H 6.9135 2.9858 -0.2253 0.2 1.7 0.1 0.329
Be -6.1656 -6.0153 2.8363 0.3 0.5 -0.4 0.275
C -4.2703 2.6903 6.8483 -0.1 -0.3 0.2 -1.108
C -3.9356 2.6038 5.3730 -0.5 0.9 0.3 -0.188
O -3.2378 1.3812 5.0785 0.1 -1.6 -0.5 -0.304
C -4.0019 0.2761 4.9647 -1.1 2.4 0.4 0.351
O -5.1987 0.2630 5.0943 1.1 -0.9 -0.3 -0.475
C -3.1445 -0.9328 4.6073 1.3 -1.0 0.6 0.862
F -2.0336 -1.0248 5.3634 -0.7 0.2 -0.4 -0.246
F -2.7212 -0.8942 3.3145 -0.3 -0.1 0.0 -0.247
F -3.8008 -2.1083 4.7572 -0.1 0.5 -0.4 -0.279
H -3.3693 2.5711 7.4555 0.0 0.2 -0.1 0.309
H -4.7319 3.6522 7.0840 0.1 -0.1 -0.1 0.370
H -4.9612 1.8976 7.1462 0.0 0.1 -0.1 0.320
H -3.2642 3.4209 5.1020 0.2 -0.4 -0.1 0.312
H -4.8284 2.6987 4.7483 0.1 -0.3 0.1 0.324
F 6.7875 3.9792 1.2789 -0.2 -0.7 -1.0 -0.582


No. 3
13
Properties=species:S:1:pos:R:3:forces:R:3:mulliken_charge:R:1 method="wB97M-V/def2-TZVPD" charge=+1 total_energy_ha=-637.15866
C 0.8001 0.5357 -0.1420 0.8 1.8 1.8 0.060
C -0.0347 -0.5017 0.3893 -3.2 -0.4 -2.3 0.680
N 0.7544 1.6524 0.5109 0.1 1.2 -0.7 -0.283
N -0.1814 -1.7146 -0.2553 0.3 0.9 5.3 -0.525
O 1.7224 0.4561 -0.9984 0.7 -2.4 -3.1 -0.414
O -1.4458 0.6458 0.3605 1.6 -1.5 -0.1 -0.756
I -3.1363 -0.2445 0.0505 -0.5 -0.2 0.0 0.303
H 0.0169 -0.5378 1.4341 0.2 -0.5 1.3 0.327
H -0.1822 1.7767 0.9314 0.6 0.7 0.2 0.329
H 1.3503 2.4048 0.1037 -0.9 -0.5 0.9 0.318
H -0.4592 -1.8499 -1.1454 -0.9 0.3 -4.0 0.255
H -0.8169 -2.2560 0.3291 0.5 -0.5 -0.1 0.304
H 1.6122 -0.3670 -1.5684 0.7 1.1 0.9 0.400


No. 4
22
Properties=species:S:1:pos:R:3:forces:R:3:mulliken_charge:R:1 method="wB97M-V/def2-TZVPD" spin_multiplicity=3 total_energy_ha=-930.60918 s2=2.007
C 1.1431 -2.8533 -0.4275 0.0 1.1 3.1 0.410
C -0.8054 1.2736 -1.1710 -2.1 -0.5 1.9 -0.900
C 0.5552 1.5067 -0.6544 -0.2 1.6 2.6 -0.370
C -1.6787 0.4535 -0.1467 -0.1 4.7 -0.4 -0.714
C 1.3221 0.2869 -0.2273 -1.9 -3.5 0.4 -0.856
C -0.9881 -0.8063 0.2059 -0.3 -2.2 0.8 -0.568
C 0.3799 -0.6345 0.8509 1.4 0.6 -2.4 0.198
N 1.0617 -3.3203 -1.4477 -0.1 -1.4 -3.4 -0.407
N 0.4731 -0.0014 2.1400 -0.5 -4.1 -6.7 0.951
O 0.9989 -0.6665 3.0202 2.4 -2.0 6.0 -0.586
O 0.0078 1.1092 2.2262 -2.2 6.4 2.2 -0.494
S 1.1671 -2.3096 1.1681 0.0 0.8 0.1 -0.116
H -1.3469 2.1896 -1.4740 0.5 -0.4 0.1 0.341
H -0.6355 0.6573 -1.9753 -0.1 -1.4 -2.6 0.409
H 0.9768 1.9573 -1.4736 2.0 1.2 -1.8 0.429
H 0.5757 2.3140 0.1657 -0.1 -1.3 -0.9 0.255
H -1.8660 1.3804 0.5301 0.3 -2.4 0.4 0.277
H -2.6517 0.3320 -0.5684 -0.6 -0.7 -0.4 0.374
H 1.4671 -0.5361 -1.0782 0.3 2.2 1.6 0.357
H 2.1731 0.5681 0.3752 0.7 -0.3 -0.4 0.331
H -1.6164 -1.6330 0.7247 0.9 1.6 -0.5 0.328
H -0.7129 -1.2676 -0.7630 -0.4 0.0 0.3 0.351


No. 5
62
Properties=species:S:1:pos:R:3:forces:R:3:mulliken_charge:R:1 method="wB97M-V/def2-TZVPD" total_energy_ha=-3548.36921
Ti 0.5804 -0.5672 -0.1992 -0.3 -0.2 0.2 0.246
N 0.0775 -4.4549 -1.0837 -0.1 0.0 0.0 -0.495
C -0.0430 -3.1047 -1.1598 0.0 -0.2 0.0 0.599
S 1.3181 -2.2228 -1.8544 0.0 0.1 0.1 -0.521
N -1.1509 -2.5558 -0.7419 0.1 0.1 0.0 -1.119
N -1.0591 -1.1647 -0.8882 0.2 -0.1 -0.7 0.969
C -1.5915 -0.5746 -1.9955 0.2 0.3 0.0 0.217
C -2.4307 -1.2574 -2.9825 -0.3 -0.2 0.2 -0.183
C -2.2004 -1.0923 -4.3493 0.0 0.0 0.0 -0.257
C -3.0039 -1.7277 -5.2820 0.0 0.0 0.0 -0.811
C -4.0367 -2.5570 -4.8680 0.0 0.0 0.0 -0.387
C -4.2588 -2.7478 -3.5116 0.0 0.0 0.0 -0.693
C -3.4670 -2.1028 -2.5771 0.0 0.0 0.0 -0.118
C -1.0627 0.7126 -2.1808 -0.5 0.5 0.0 0.715
C -1.6844 1.7374 -2.9645 0.2 -0.3 0.0 -1.101
C -1.1914 3.0011 -2.9503 0.2 0.1 0.1 -0.465
C -0.0611 3.3060 -2.1389 -0.1 -0.1 -0.1 -0.827
C 0.4890 2.3089 -1.3992 0.1 0.0 0.0 -0.547
N 0.0375 1.0266 -1.4169 -0.3 -0.1 0.1 0.630
H 1.0015 -4.8452 -1.1305 0.0 0.0 0.0 0.225
H -0.6082 -4.9382 -0.5272 0.0 0.0 0.0 0.235
H -1.3695 -0.4823 -4.6813 0.0 0.0 0.0 0.505
H -2.8072 -1.5876 -6.3373 0.0 0.0 0.0 0.382
H -4.6565 -3.0585 -5.5995 0.0 0.0 0.0 0.391
H -5.0559 -3.3993 -3.1766 0.0 0.0 0.0 0.379
H -3.6426 -2.2539 -1.5208 0.0 0.0 0.0 0.398
H -2.5686 1.4799 -3.5297 0.0 0.0 0.0 0.539
H -1.6701 3.7851 -3.5214 0.0 0.0 0.0 0.433
H 0.3487 4.3042 -2.0989 0.0 0.0 0.0 0.443
H 1.3365 2.4854 -0.7449 0.0 0.0 0.0 0.492
O 4.3827 -1.9110 4.4778 0.0 0.0 0.0 -0.673
S 3.4174 -0.9453 4.0479 -0.1 -0.1 -0.1 1.214
O 2.9576 0.0425 4.9837 0.0 0.0 0.0 -0.639
N 2.1161 -1.6759 3.3520 0.1 0.0 0.1 -0.545
C 2.0192 -1.3599 2.1004 0.2 0.1 -0.1 0.211
O 1.0720 -1.7415 1.3296 0.0 0.1 0.0 -0.385
C 3.1014 -0.4566 1.5560 0.1 -0.2 0.3 0.931
C 3.3097 0.0467 0.2795 0.0 0.1 -0.1 0.314
C 4.4152 0.8615 0.0592 0.0 0.1 0.1 -1.147
C 5.2972 1.1612 1.0919 0.0 0.0 0.0 -0.522
C 5.0923 0.6583 2.3716 0.0 0.0 0.0 -0.742
C 3.9876 -0.1417 2.5686 0.0 0.1 -0.1 -0.376
H 2.7162 -0.1954 -0.6124 0.2 -0.2 0.2 0.676
H 4.5976 1.2559 -0.9315 0.0 0.0 0.0 0.466
H 6.1549 1.7894 0.8927 0.0 0.0 0.0 0.409
H 5.7756 0.8823 3.1791 0.0 0.0 0.0 0.456
C -1.3365 3.6597 1.6626 0.0 0.0 0.0 -1.108
C -1.2633 2.5347 2.6790 -0.1 -0.1 0.1 -0.733
S -1.1829 0.9454 1.8405 0.1 0.1 0.0 0.603
O 0.2821 0.8742 1.3811 0.0 -0.1 -0.2 -0.613
C -1.2799 -0.1997 3.2265 -0.1 0.0 0.0 -0.419
C -0.4869 0.1850 4.4611 0.0 0.0 0.0 -1.315
H -1.2352 4.6194 2.1681 0.0 0.0 0.0 0.402
H -2.2855 3.6498 1.1267 0.0 0.0 0.0 0.327
H -0.5323 3.5751 0.9317 0.0 0.0 0.0 0.196
H -2.1496 2.4956 3.3177 0.0 0.0 0.0 0.545
H -0.3794 2.6052 3.3131 0.0 0.0 0.0 0.339
H -0.9245 -1.1360 2.7877 0.0 0.0 0.0 0.254
H -2.3493 -0.3180 3.4220 0.0 0.0 0.0 0.602
H 0.5478 0.4197 4.2204 0.0 0.0 0.0 0.242
H -0.4690 -0.6623 5.1447 0.0 0.0 0.0 0.395
H -0.9371 1.0291 4.9830 0.0 0.0 0.0 0.360


No. 6
15
Properties=species:S:1:pos:R:3:forces:R:3:mulliken_charge:R:1 method="wB97M-V/def2-TZVPD" total_energy_ha=-345.75444
C 0.5135 -0.9929 1.4273 0.0 0.0 0.0 -1.465
C 0.1336 -0.1806 0.2175 0.6 -0.3 -0.2 1.135
C 0.0122 -0.8149 -1.1753 -0.4 0.1 0.2 -0.709
C 1.0712 0.2263 -0.8918 0.0 -0.2 0.5 -0.693
O -0.7114 0.8479 0.8456 -0.5 0.4 -1.4 -0.313
C -1.5046 1.6379 0.0881 -0.2 0.0 -0.1 0.100
O -1.7088 1.5220 -1.0921 0.2 0.1 0.4 -0.475
H -0.4392 -1.2906 1.8729 0.2 -0.2 0.2 0.363
H 1.0222 -0.3315 2.1349 0.0 -0.2 0.0 0.302
H 1.1233 -1.8827 1.2480 -0.1 0.2 -0.2 0.372
H 0.3136 -1.8622 -1.3277 -0.1 0.5 0.6 0.268
H -0.7849 -0.5163 -1.8411 0.0 0.1 0.2 0.227
H 2.1400 -0.0079 -0.9134 -0.5 -0.1 0.3 0.283
H 0.8216 1.1956 -1.2752 0.1 0.3 -0.3 0.248
H -2.0022 2.4498 0.6822 0.6 -0.7 0.0 0.357